{"formula": "C39H43BBaF13O39", "method": "ωB97M-V with the def2-TZVPD basis set", "species": ["Ba", "F", "F", "F", "F", "F", "F", "F", "F", "F", "F", "F", "F", "F", "O", "O", "O", "O", "O", "O", "O", "O", "O", "O", "O", "O", "O", "O", "O", "O", "O", "O", "O", "O", "O", "O", "O", "O", "O", "O", "O", "O", "O", "O", "O", "O", "O", "O", "O", "O", "O", "O", "O", "C", "C", "C", "C", "C", "C", "C", "C", "C", "C", "C", "C", "C", "C", "C", "C", "C", "C", "C", "C", "C", "C", "C", "C", "C", "C", "C", "C", "C", "C", "C", "C", "C", "C", "C", "C", "C", "C", "C", "B", "H", "H", "H", "H", "H", "H", "H", "H", "H", "H", "H", "H", "H", "H", "H", "H", "H", "H", "H", "H", "H", "H", "H", "H", "H", "H", "H", "H", "H", "H", "H", "H", "H", "H", "H", "H", "H", "H", "H", "H", "H", "H", "H"], "xyz": [[-0.0934, -0.2922, 0.2034], [4.7275, -1.1592, 3.2749], [-0.7329, -1.1362, -5.1681], [2.3762, 4.3351, -4.6887], [5.9063, 1.3265, -1.7003], [-1.2451, -6.4351, 1.5683], [-5.6713, -4.0979, -1.7322], [1.1936, 6.5341, -0.1704], [3.1613, -6.3320, 0.7086], [4.6245, -2.5879, -4.1649], [-0.8635, 3.2686, 3.9822], [-1.3455, 5.4025, -0.4511], [-6.3508, -0.5181, 1.6941], [-5.9334, 0.3183, -2.2184], [-3.7930, -3.5762, -0.7383], [4.0826, 1.7067, -0.3032], [1.4127, 2.7050, -3.6578], [3.8410, -2.7160, 1.8686], [1.3326, -5.1401, 0.3577], [-3.1104, -4.4733, 4.5972], [-1.9873, 0.2792, -1.8025], [-0.0462, 0.1146, -7.5201], [1.0068, -1.0665, -2.1035], [1.2346, -2.8487, 0.4590], [-2.7668, -2.6986, -2.4631], [-1.7865, 1.6193, 1.4792], [0.6843, 3.9501, -1.9849], [2.5589, -2.1915, -3.3458], [2.9074, 4.2005, 1.1572], [-4.6421, -1.9411, 1.5591], [5.0194, 0.2547, 0.9519], [-0.9844, -5.0620, 4.2149], [0.8317, 1.7138, -1.6916], [-2.5036, -1.2314, 1.2114], [-1.4574, 2.7363, 6.5652], [1.1591, 2.7065, 1.6014], [2.8080, -3.8378, -0.7082], [5.1868, -4.5930, 1.7425], [-1.5969, -2.9744, -0.6132], [2.7910, 0.1245, 0.5742], [-1.5733, 3.2554, -0.0420], [2.1430, 0.4500, -7.4148], [0.8315, 5.0112, 1.5977], [4.1771, -3.8796, 3.6784], [0.8052, 0.4482, -5.5411], [-4.1017, 0.7775, -1.0169], [-3.4368, 1.7696, -2.8575], [-2.2444, -4.6404, 2.4887], [2.7742, 0.0378, -3.2193], [0.1082, 4.0633, 7.5631], [0.4630, 2.7782, 5.6943], [-2.5971, 3.6878, 1.8523], [-3.8487, -0.5425, 3.0207], [-2.2178, -4.7897, 3.8304], [3.9027, 0.6042, 0.4296], [-0.1744, -5.0137, 3.0737], [-1.0564, -5.1464, 1.8760], [-5.7487, -1.5136, 2.3534], [-4.0662, -2.9323, -2.9363], [-0.5817, 0.1538, -5.3524], [1.0880, 0.3031, -6.8766], [-2.6609, -3.0712, -1.2129], [2.3182, -5.9723, -0.2218], [1.5167, 6.1759, 1.1141], [-2.0858, 2.7626, 1.0875], [2.0038, -1.0701, -2.8964], [3.0188, -5.1354, -1.3019], [0.9502, 2.7161, -2.3685], [-4.7484, 2.2497, -2.6812], [-0.3516, 2.2716, 4.6525], [3.5758, -1.7600, -4.2781], [1.0404, 4.8813, -2.9142], [4.5318, -3.7737, 2.3412], [-4.8134, -3.1290, -1.6139], [-2.2510, 4.4802, -0.2409], [3.2475, -2.8587, 4.0161], [-0.2250, 3.2152, 6.7109], [5.4453, 1.8944, -0.5196], [1.7565, -3.8758, 0.0665], [-1.0846, 0.5091, -6.7256], [-5.1023, -0.9692, 3.5859], [-1.4520, 1.7139, 5.5160], [3.6011, -1.8512, 2.9322], [6.1042, 1.0649, 0.5455], [-3.0933, 0.8150, -1.8864], [1.5732, 3.8600, 1.4764], [3.0000, 5.6162, 1.2901], [-3.5476, -1.2513, 1.8763], [1.1864, 4.0006, -4.1450], [-5.2691, 1.2554, -1.5936], [-3.0333, 4.7438, 1.0677], [3.9714, -0.4064, -3.7367], [0.0857, -0.9091, 3.0359], [-2.0547, 0.0859, -6.9862], [3.4799, 5.8320, 2.2447], [-3.0017, 4.4890, -1.0312], [2.2959, -3.3843, 3.9369], [-4.2384, -3.8912, -3.4252], [0.1217, 1.5019, 4.0429], [-4.4712, -2.1085, -3.5241], [4.6885, -0.4442, -2.9167], [-5.7796, -0.2039, 3.9651], [4.3694, 0.2186, -4.5362], [0.7837, -1.0687, 3.8431], [3.2903, -2.5255, 5.0530], [-2.8609, 5.7668, 1.4022], [2.7868, -1.1398, 2.7946], [4.0144, -5.4301, -1.6335], [-4.0794, 4.7313, 0.7619], [3.6966, 5.9085, 0.5044], [0.4122, 4.2093, -4.8833], [1.9761, 5.3584, -2.6226], [1.8285, -6.8424, -0.6589], [-4.6339, 3.2245, -2.2071], [5.6846, 2.9577, -0.5060], [-5.3467, 2.2933, -3.5912], [0.1290, -1.7292, 2.3360], [0.3116, -0.0650, 2.4029], [-0.9248, -0.8023, 3.3990], [2.4572, -5.1464, -2.2360], [-0.8569, -4.5696, 0.9729], [0.6533, -5.7229, 3.0752], [-6.4957, -2.3060, 2.4019], [-2.3882, 1.7598, 4.9595], [1.2470, 6.9886, 1.7886], [-0.8580, 0.6860, -4.4422], [6.4088, 1.6139, 1.4365], [3.2703, -1.7919, -5.3239], [0.2395, 5.6118, -3.0274], [0.1171, -3.9652, 3.0108], [-1.4670, 0.6759, 5.8482], [6.9583, 0.4447, 0.2735], [-1.2523, 1.5816, -6.8243], [-5.0190, -1.7646, 4.3265], [-5.8793, 1.7794, -0.8579], [-5.4033, -2.2791, -1.2707]], "forces_ev_per_a": [[0.2, -0.5, -0.3], [0.3, -0.1, -0.1], [-0.2, -2.3, 0.6], [0.7, 0.4, -1.3], [-0.9, 0.5, -0.4], [-0.3, -1.3, -0.7], [-1.9, -2.2, -0.2], [0.2, -0.7, 0.6], [1.3, -0.7, 1.6], [0.4, -0.9, 0.1], [-0.3, 2.1, -1.8], [1.3, 1.5, -0.7], [-0.7, 1.4, -1.1], [-1.2, -2.2, -0.5], [-0.4, 0.8, 0.3], [0.4, 1.1, -1.8], [-1.9, 0.2, 0.6], [1.1, 1.0, -1.6], [1.0, 0.9, -0.9], [1.0, -1.0, -1.7], [-3.7, 1.5, -0.4], [0.0, -0.8, -2.2], [4.1, 0.0, -4.1], [0.2, -1.9, -0.3], [0.4, 0.7, -2.0], [-1.6, 3.1, -1.4], [-1.0, -1.1, 2.9], [-0.1, 0.7, -1.3], [-2.8, -0.4, 0.8], [-0.7, -0.7, -0.7], [0.9, -2.3, 1.3], [0.1, -1.4, 0.6], [0.0, 2.1, -1.1], [-3.6, 0.2, 2.3], [-1.4, -1.5, 0.7], [1.2, 4.0, -0.4], [1.6, -0.2, -1.1], [-1.0, 1.9, 0.7], [-2.0, -0.5, -1.0], [1.9, 0.3, 0.0], [-1.8, 0.5, -1.1], [-0.3, -0.5, 1.0], [-0.2, -0.3, -0.9], [1.8, -1.0, -0.5], [0.6, -0.5, 0.0], [0.1, -1.4, 0.9], [1.7, -1.8, -0.3], [-1.3, -0.3, -1.0], [-3.2, -0.4, 1.2], [-0.7, -3.2, -2.7], [3.7, 0.1, -1.9], [-1.6, 0.1, 1.6], [1.2, 0.2, 0.1], [-1.4, 2.2, 1.5], [-3.4, -0.2, 0.0], [1.9, 1.2, -1.0], [-1.1, 0.8, 1.4], [0.4, -1.4, -0.3], [-1.5, -0.1, 0.9], [1.0, 1.9, -0.1], [1.1, 1.0, 0.0], [3.6, -0.2, 2.1], [-0.7, -1.0, -2.2], [1.8, -1.5, 1.4], [3.8, -4.6, 2.4], [-2.5, 1.0, 4.1], [-1.6, 0.0, 0.1], [0.4, -2.7, 0.8], [0.2, -0.2, 2.0], [-0.1, -3.0, 2.7], [1.2, -0.3, 0.5], [-0.3, 0.8, -1.2], [-0.4, -2.1, 1.5], [0.3, 0.9, -0.4], [-1.1, 0.2, 0.6], [0.0, -0.5, 0.0], [-0.8, 3.5, 2.7], [1.2, 0.1, 0.1], [-1.4, 2.7, 1.1], [-2.5, 1.2, 1.1], [-0.4, -0.9, -0.7], [-1.7, 0.6, -0.2], [-2.2, 0.0, 1.5], [0.1, 0.3, 1.6], [2.6, 1.2, -1.0], [0.4, -2.4, -0.4], [0.2, 0.6, -1.1], [1.7, 1.0, -0.1], [2.0, 1.4, -0.1], [0.3, 3.4, -0.7], [0.1, 0.8, -2.2], [0.9, -0.4, -0.9], [0.0, -0.1, 0.5], [0.4, -0.6, -0.1], [-0.5, 0.3, 0.2], [0.6, -0.5, -0.7], [-0.5, 0.9, -0.5], [0.7, 0.0, -0.5], [0.5, 0.5, -0.1], [0.4, 0.0, 0.0], [0.3, -0.5, -0.2], [0.8, 0.6, 0.0], [-0.3, 0.3, 0.1], [2.8, -0.4, 3.0], [0.7, 0.1, -0.2], [0.5, -0.4, 0.7], [0.2, -0.2, -0.8], [0.3, 0.5, 1.1], [-0.3, -0.6, 0.7], [-0.3, 0.5, -0.1], [-0.2, -1.0, -0.1], [0.0, 0.1, -0.3], [-0.1, -0.1, 0.3], [-0.4, 0.3, -0.3], [-0.1, -0.1, -0.3], [0.2, -0.2, 0.1], [0.1, -3.5, -2.4], [1.3, 3.7, -1.2], [-3.8, 0.5, 1.4], [-0.4, 0.0, 0.0], [0.0, 0.0, 0.4], [-0.1, 0.1, 0.3], [0.5, -0.3, 0.4], [-0.1, 0.5, 0.1], [0.1, 0.0, -0.2], [-0.4, 0.2, -0.3], [0.0, 0.3, -0.1], [-0.6, 0.1, 0.2], [0.1, 0.1, 0.1], [1.0, 0.0, 0.0], [1.0, 0.2, 0.5], [-0.3, 0.1, -0.5], [0.2, 0.3, 0.1], [0.6, 0.1, 0.1], [0.0, -0.5, 0.3], [0.6, 0.4, 0.6]], "homo_ev": -11.1857, "orbital_gap_ev": 8.66, "max_force_ev_per_a": 6.44, "total_charge": 1}

---

{"formula": "C39H43BN10O11S", "method": "ωB97M-V with the def2-TZVPD basis set", "species": ["S", "O", "O", "O", "O", "O", "O", "O", "O", "O", "O", "O", "N", "N", "N", "N", "N", "N", "N", "N", "N", "N", "C", "C", "C", "C", "C", "C", "C", "C", "C", "C", "C", "C", "C", "C", "C", "C", "C", "C", "C", "C", "C", "C", "C", "C", "C", "C", "C", "C", "C", "C", "C", "C", "C", "C", "C", "C", "C", "C", "C", "B", "H", "H", "H", "H", "H", "H", "H", "H", "H", "H", "H", "H", "H", "H", "H", "H", "H", "H", "H", "H", "H", "H", "H", "H", "H", "H", "H", "H", "H", "H", "H", "H", "H", "H", "H", "H", "H", "H", "H", "H", "H", "H", "H"], "xyz": [[0.5873, -3.9501, 0.7089], [-2.0795, 6.4438, -3.3161], [-2.8247, -4.1980, -2.3619], [2.8569, 8.9961, 0.0278], [4.1990, -9.7934, -3.3848], [3.3184, -7.8353, -3.2609], [-4.0464, -5.9230, -2.7527], [1.8267, -2.3789, -1.0492], [1.4249, 7.4203, 0.3528], [-3.2681, 0.2964, 5.0858], [-2.3459, -1.6134, 4.7349], [-2.8061, 4.4295, -3.1390], [-2.4699, -0.5771, 5.3555], [4.0763, -8.7031, -2.8693], [3.1142, -3.9721, -0.3194], [0.4488, 2.7340, -0.4967], [2.0767, 8.1539, -0.3637], [0.9437, 3.5393, 1.6736], [-2.7896, 5.5969, -2.8091], [-0.2189, 4.9123, 0.1284], [3.8156, -3.1981, -1.2019], [-2.9710, -5.3709, -2.6498], [-0.8239, 2.3783, -1.1911], [-3.7052, 7.3424, -1.3406], [-1.5917, -0.3661, 6.5158], [2.3997, 8.6192, -4.0509], [0.0251, 0.0109, 8.7089], [1.9365, -3.4431, -0.2621], [4.8856, -8.3950, -1.6836], [0.1569, -1.1384, 7.9414], [5.4701, -6.8827, 0.0659], [-2.0235, 1.5197, 0.9076], [-5.3744, 6.7972, 0.2994], [0.3395, 3.8131, 0.4196], [3.0676, -2.2714, -1.6269], [1.0043, 7.0244, -2.2507], [1.5198, 7.6451, -4.5116], [-5.3294, 5.4644, -0.0875], [6.3663, -7.8215, 0.5597], [0.5126, -7.6537, -3.3548], [-0.9155, 0.9738, 8.3685], [-0.6561, -1.3320, 6.8366], [-3.6804, 6.0132, -1.7194], [5.7780, -9.3391, -1.2091], [2.5872, 8.7986, -2.6899], [-1.8881, -7.5040, -3.2467], [0.6137, -6.3221, -2.9910], [-0.7393, -8.2473, -3.4808], [-2.0581, 2.4428, -0.3226], [0.8245, 6.8486, -3.6113], [-4.5614, 7.7339, -0.3247], [-2.2140, 0.0376, 0.4845], [1.8835, 7.9958, -1.8100], [4.7242, -7.1669, -1.0646], [-1.7631, -6.1718, -2.8879], [-1.5076, -2.3937, 1.7012], [-0.5241, -5.5756, -2.7550], [-1.7302, 0.7883, 7.2636], [-4.4778, 5.0659, -1.1045], [-0.5788, -2.5789, 0.4913], [6.5226, -9.0459, -0.0791], [-2.1295, -0.9401, 1.7050], [0.4652, 6.4003, -1.5484], [-1.0571, 1.6170, 1.3972], [-0.8998, -2.4719, 2.6053], [-2.2856, -3.1547, 1.7278], [2.9418, 9.2369, -4.7538], [-0.6943, 1.3612, -1.5545], [5.3477, -5.9290, 0.5607], [4.0278, -6.4345, -1.4461], [-0.9356, 3.0107, -2.0743], [-1.1732, -2.6479, -0.4176], [-1.0159, 1.8691, 8.9663], [0.8917, -1.8861, 8.2060], [-2.8564, 1.7657, 1.5614], [0.1441, 6.0913, -3.9667], [1.8262, 3.0749, 1.4754], [-2.8610, -7.9629, -3.3423], [-2.4620, 1.5362, 6.9971], [-6.0457, 7.1069, 1.0897], [5.8958, -10.2910, -1.7053], [3.2693, 9.5546, -2.3297], [1.3804, 7.5042, -5.5756], [0.0136, -1.6752, 0.3883], [0.6567, 0.1563, 9.5755], [3.3228, -1.4883, -2.3062], [1.1099, 3.0175, -1.2088], [-2.8930, 2.1224, -0.9504], [6.9450, -7.5992, 1.4467], [-4.5963, 8.7709, -0.0207], [-2.6064, -0.5581, 2.7159], [-3.2053, -0.0393, 0.0233], [1.1830, 4.4247, 2.1069], [-0.5569, -2.2269, 6.2403], [1.5888, -5.8643, -2.8897], [1.4136, -8.2204, -3.5376], [-5.9607, 4.7357, 0.4018], [-3.0712, 8.0692, -1.8266], [-1.4926, -0.1556, -0.3118], [-2.2989, 3.4519, 0.0011], [-4.4425, 4.0301, -1.4082], [7.2233, -9.7735, 0.3066], [-0.4296, -4.5378, -2.4699], [-0.8201, -9.2882, -3.7624], [-0.2011, 5.5639, 0.9074]], "forces_ev_per_a": [[-0.1, -0.4, 0.1], [-0.2, 0.0, 0.0], [0.0, 0.0, 0.0], [0.0, 0.0, 0.0], [0.0, 0.0, 0.0], [0.4, 0.0, -0.1], [0.0, 0.0, 0.0], [-0.4, 1.3, -0.9], [0.1, 0.1, 0.4], [-0.1, 0.0, 0.0], [0.0, -0.2, 0.3], [0.0, -0.1, 0.0], [0.0, 0.0, -0.1], [0.1, 0.1, 0.1], [-0.3, -0.5, 0.4], [-0.4, -0.2, 0.1], [-0.1, 0.0, -0.1], [0.5, 0.4, -0.9], [0.1, 0.0, 0.1], [-0.5, -0.3, -0.2], [1.7, -0.4, -0.5], [0.0, 0.0, 0.0], [0.5, 0.4, -0.2], [0.1, 0.3, 0.0], [0.2, 0.0, 0.2], [-0.1, -0.1, 0.0], [0.0, 0.0, 0.0], [-0.2, -0.2, 0.3], [0.1, 0.1, 0.2], [0.0, 0.1, 0.1], [0.1, -0.1, 0.1], [-0.2, -0.6, -1.0], [0.0, 0.0, 0.0], [0.4, 0.5, 0.5], [-0.7, -0.4, 0.7], [-0.2, -0.2, 0.1], [0.1, 0.0, 0.1], [0.0, 0.1, 0.0], [0.0, 0.0, 0.0], [-0.3, -0.3, -0.1], [0.1, -0.1, 0.0], [0.1, -0.2, 0.0], [-0.1, 0.1, 0.2], [0.1, -0.2, 0.0], [0.2, 0.2, -0.1], [-0.1, -0.2, 0.0], [0.1, 0.0, 0.0], [0.0, 0.3, 0.1], [-0.4, -0.3, 0.4], [0.3, 0.1, -0.2], [-0.1, -0.1, 0.0], [0.6, 0.5, 0.2], [0.0, 0.0, -0.3], [-0.2, 0.2, -0.1], [0.2, -0.2, -0.1], [0.8, 0.5, -0.5], [0.1, 0.4, 0.1], [-0.1, 0.2, 0.1], [-0.1, -0.2, 0.0], [-0.2, 0.6, 0.0], [0.0, 0.1, 0.1], [-0.5, -0.2, -0.3], [0.0, 0.0, 0.1], [-0.1, 0.2, 0.4], [-0.2, -0.2, 0.3], [-0.1, -0.1, 0.2], [0.0, 0.0, 0.0], [0.0, -0.1, 0.0], [-0.1, 0.0, -0.1], [0.0, -0.1, 0.0], [-0.3, 0.1, 0.0], [0.1, -0.4, -0.2], [0.0, 0.0, 0.0], [0.0, 0.0, 0.0], [0.2, 0.2, 0.4], [0.0, 0.0, 0.0], [-0.2, -0.4, 0.3], [-0.1, 0.1, 0.0], [0.0, -0.1, -0.1], [0.0, 0.0, 0.0], [-0.1, 0.0, -0.1], [0.0, 0.0, 0.1], [0.0, 0.0, 0.0], [0.2, 0.0, 0.0], [0.0, 0.0, 0.0], [-0.3, 0.3, -0.2], [0.1, -0.1, 0.0], [-0.1, 0.0, -0.1], [0.0, 0.0, 0.0], [0.0, 0.0, 0.0], [-0.1, 0.1, 0.1], [-0.1, -0.2, 0.0], [-0.1, 0.0, 0.3], [-0.1, 0.0, -0.1], [0.0, 0.0, 0.0], [-0.3, 0.0, -0.1], [0.0, 0.0, 0.0], [0.1, -0.1, -0.1], [-0.1, -0.3, -0.1], [0.3, 0.2, -0.1], [0.1, 0.1, -0.1], [0.0, 0.0, 0.0], [-0.2, 0.0, 0.0], [0.0, 0.0, 0.0], [0.1, 0.1, 0.0]], "homo_ev": -8.9432, "orbital_gap_ev": 8.44, "max_force_ev_per_a": 1.78, "total_charge": 0}